Entry 1:
Computed, not measured: a molecular structure, C5H12N2O, with ωB97M-V/def2-TZVPD.

Summary:
Orbital gap = 8.899 eV
F_max = 0.0112 hartree/bohr
E_LUMO = 0.9 eV
Energy above the lowest of the compared OMol25 structures with the same formula, charge and spin = 167.39 kcal/mol
HOMO level = -0.2926 Eh

CARTESIAN COORDINATES (ANGSTROEM)
1 C 1.20 -0.61 -1.05
2 C -1.06 0.30 0.32
3 C 0.51 -1.93 -0.93
4 C 1.73 0.23 0.73
5 C -1.52 1.35 1.32
6 N 0.24 0.76 -0.26
7 N 0.41 0.42 -1.62
8 O -2.04 0.15 -0.68
9 H -1.56 0.12 -1.52
10 H 0.96 1.16 -2.05
11 H -0.91 -0.66 0.84
12 H 0.75 -2.45 -1.86
13 H -0.59 -1.92 -0.84
14 H 0.93 -2.52 -0.11
15 H 2.54 0.88 0.40
16 H 1.25 0.66 1.61
17 H 2.09 -0.76 0.99
18 H -1.64 2.31 0.82
19 H -0.80 1.46 2.14
20 H -2.48 1.04 1.74

Here are the natural (NBO) charges for atoms 1 to 4, given in e: 0.16 0.23 -0.74 -0.45

***

Entry 2:
Computed, not measured: C5H12N2O in the gas phase, with ωB97M-V/def2-TZVPD.

Summary:
SMILES = NCNCCCC=O
Orbital gap = 9.213 eV
F_max = 0.0475 hartree/bohr
E_LUMO = 0.9 eV
Energy above the lowest of the compared OMol25 structures with the same formula, charge and spin = 58.37 kcal/mol
HOMO level = -0.3039 Eh

CARTESIAN COORDINATES (ANGSTROEM)
1 C -0.41 -0.38 0.42
2 N 1.00 -0.47 0.06
3 C 1.92 -1.19 0.95
4 N 1.93 -2.61 0.71
5 C -1.15 0.24 -0.81
6 C -1.95 1.54 -0.57
7 C -1.00 2.67 -0.49
8 O -1.01 3.55 0.33
9 H -0.45 0.11 1.40
10 H -0.84 -1.39 0.52
11 H 1.36 -0.05 -0.77
12 H 2.86 -0.69 0.71
13 H 1.75 -0.97 2.00
14 H 1.30 -3.15 1.27
15 H 2.12 -3.02 -0.19
16 H -1.79 -0.52 -1.27
17 H -0.39 0.43 -1.57
18 H -2.34 1.72 -1.59
19 H -2.65 1.43 0.25
20 H -0.29 2.77 -1.35

Here are the natural (NBO) charges for atoms 1 to 4, given in e: -0.22 -0.68 -0.05 -0.88

***

Entry 3:
Computed, not measured: 2 unconnected molecules or ions with the total composition C5H12N2O, with ωB97M-V/def2-TZVPD.

Summary:
Orbital gap = 6.479 eV
F_max = 0.0295 hartree/bohr
E_LUMO = 0.3 eV
Energy above the lowest of the compared OMol25 structures with the same formula, charge and spin = 123.63 kcal/mol
HOMO level = -0.2282 Eh

CARTESIAN COORDINATES (ANGSTROEM)
1 C -0.64 -1.75 0.44
2 C -1.06 0.84 -0.89
3 C -0.19 0.92 1.37
4 N -0.16 0.23 0.08
5 N 1.72 -1.05 0.30
6 C 1.21 -0.05 -0.41
7 C 1.76 0.75 -1.35
8 O -1.71 -1.61 1.23
9 H -2.41 -1.11 0.79
10 H 2.61 -1.37 -0.09
11 H -0.78 -1.94 -0.62
12 H 0.13 -2.32 0.93
13 H 0.06 1.98 1.25
14 H -0.81 1.89 -1.09
15 H -2.08 0.84 -0.49
16 H -1.02 0.29 -1.83
17 H -1.19 0.85 1.81
18 H 0.52 0.43 2.03
19 H 2.72 0.50 -1.77
20 H 1.32 1.68 -1.68

Here are the natural (NBO) charges for atoms 1 to 4, given in e: 0.25 -0.42 -0.42 -0.35

***

Entry 4:
Computed, not measured: 2 unconnected molecules or ions with the total composition C5H12N2O, with ωB97M-V/def2-TZVPD.

Summary:
Orbital gap (spin up / spin down) = 7.041 / 7.042 eV
F_max = 0.0338 hartree/bohr
E_LUMO (spin up / spin down) = 0.5 / 0.5 eV
Energy above the lowest of the compared OMol25 structures with the same formula, charge and spin = 110.31 kcal/mol
HOMO level (spin up / spin down) = -0.2391 / -0.2391 Eh

CARTESIAN COORDINATES (ANGSTROEM)
1 C -0.30 2.20 0.86
2 N -0.80 1.47 -0.29
3 C -0.09 -2.33 -0.43
4 O 0.80 -3.14 -0.41
5 H -1.78 1.55 -0.52
6 H -0.54 -1.36 -1.64
7 H -0.65 1.73 1.79
8 H -0.64 3.23 0.83
9 H 0.79 2.20 0.88
10 C 1.10 -1.16 1.53
11 N 0.00 -1.22 0.58
12 C -0.05 0.66 -1.05
13 C -0.58 -0.12 -2.12
14 H -0.90 -0.90 0.89
15 H 1.01 0.64 -0.83
16 H 1.66 -2.10 1.48
17 H 0.72 -1.01 2.55
18 H 1.79 -0.34 1.30
19 H -1.60 0.12 -2.41
20 H 0.07 -0.14 -2.99

Here are the natural (NBO) charges for atoms 1 to 4, given in e: -0.41 -0.55 0.39 -0.64